{"formula": "C4H6NO3", "method": "wB97M-V/def2-TZVPD", "species": ["O", "C", "C", "C", "N", "C", "O", "O", "H", "H", "H", "H", "H", "H"], "xyz": [[-1.7147, -0.8588, -1.1386], [-0.6121, -0.9972, -0.5717], [-0.3261, -0.0727, 0.6950], [-0.8509, 1.3121, 0.4110], [1.1418, -0.1011, 0.8488], [1.6062, -0.6141, -0.4475], [0.6195, -0.6706, -1.3654], [2.7308, -0.9507, -0.7229], [-0.3721, -2.0086, -0.1268], [-0.8045, -0.6309, 1.4917], [-0.4884, 2.1005, 1.0522], [-0.5793, 1.5541, -0.6218], [-1.9310, 1.3488, 0.4653], [1.5808, 0.5892, 0.0307]], "e_above_lowest_kcal_mol": 84.8, "total_charge": -1, "gap_ev": 7.6, "homo_ev": -3.45, "total_energy_ev": -11876.7933}



{"formula": "C5H6O", "method": "wB97M-V/def2-TZVPD", "species": ["C", "C", "C", "C", "C", "H", "H", "H", "H", "H", "H", "O"], "xyz": [[1.3428, 0.7645, -0.6374], [0.9819, -0.5444, 0.1076], [-0.2248, -0.1675, 1.1906], [-1.6015, -0.4839, 0.1709], [-2.6398, -0.6695, -0.6452], [0.4609, 1.0809, -1.4155], [2.3560, 0.2977, -1.1826], [1.5824, 1.7817, -0.0606], [-0.0836, -0.9497, 2.5912], [-0.2202, 1.3945, 1.5835], [-3.5105, -0.5562, -1.4300], [1.5565, -1.9482, -0.2725]], "e_above_lowest_kcal_mol": 277.1, "total_charge": 0, "gap_ev": 9.0, "homo_ev": -9.99, "total_energy_ev": -7317.2695}



{"formula": "C4H14N3", "method": "wB97M-V/def2-TZVPD", "species": ["C", "C", "H", "H", "H", "H", "H", "H", "C", "C", "N", "N", "N", "H", "H", "H", "H", "H", "H", "H", "H"], "xyz": [[-0.7081, 0.3894, -2.6784], [-1.5518, 1.2360, -1.7027], [-1.0644, -0.6177, -2.9133], [-0.8189, 0.7869, -3.6836], [0.3039, 0.2410, -2.3009], [-2.6218, 0.9056, -1.4260], [-1.7835, 2.1904, -2.1658], [-0.9500, 1.4265, -0.8267], [2.2192, -0.6673, 0.4804], [0.0903, -0.3824, 1.6125], [0.7739, -0.7337, 0.5162], [0.6770, -0.1730, 2.7971], [-1.2433, -0.2672, 1.5369], [0.3421, -0.7019, -0.3979], [1.6699, -0.3451, 2.8907], [0.1567, -0.3700, 3.6678], [-1.6719, -0.8375, 0.7993], [-1.9000, -0.2209, 2.2938], [2.6373, 0.3560, 0.6256], [2.6917, -1.0102, -0.4185], [2.7518, -1.2049, 1.2936]], "e_above_lowest_kcal_mol": 17.5, "total_charge": 1, "gap_ev": 11.4, "homo_ev": -14.54, "total_energy_ev": -8839.2633}



{"formula": "C4H6S3", "method": "wB97M-V/def2-TZVPD", "species": ["C", "C", "C", "C", "H", "H", "H", "H", "H", "H", "S", "S", "S"], "xyz": [[1.6384, 0.3699, -0.1165], [0.1952, 0.7442, 0.3017], [-0.8897, -0.2656, 0.8401], [-1.8691, -0.1301, -0.3543], [0.7956, -1.1364, -1.6597], [2.1778, 0.3070, 0.7867], [2.0582, 1.1242, -0.8169], [0.2110, 1.6507, 0.8217], [-1.4017, -0.1198, 1.8111], [-0.5243, -1.2529, 0.9508], [1.7537, -1.3367, -0.7946], [-3.2529, -0.9456, -0.5484], [-0.8923, 0.9912, -1.2216]], "e_above_lowest_kcal_mol": 8.4, "total_charge": 0, "gap_ev": 8.6, "homo_ev": -8.66, "total_energy_ev": -36749.8927}



{"formula": "C30H48BrCaN3P2Se", "method": "wB97M-V/def2-TZVPD", "species": ["N", "C", "C", "C", "C", "C", "C", "Ca", "P", "C", "C", "C", "C", "C", "C", "C", "Br", "H", "H", "H", "H", "H", "H", "H", "H", "H", "H", "P", "C", "C", "H", "H", "H", "H", "H", "C", "C", "H", "H", "H", "H", "H", "C", "C", "H", "H", "H", "H", "H", "C", "C", "H", "H", "H", "H", "H", "C", "C", "H", "H", "H", "H", "H", "C", "C", "H", "H", "H", "H", "H", "C", "N", "C", "C", "N", "C", "C", "Se", "H", "H", "H", "H", "H", "H", "H", "H"], "xyz": [[-4.8516, 4.8003, -2.3401], [-4.2567, 5.2206, -1.2158], [-2.9245, 4.9409, -0.9244], [-2.1716, 4.1624, -1.8333], [-2.8153, 3.7254, -3.0164], [-4.1480, 4.0920, -3.2263], [-0.7675, 3.8371, -1.5241], [0.5497, 3.0236, 0.3171], [2.4890, 0.5517, 0.1879], [-0.1394, 2.6444, -1.9165], [-0.7399, 1.3328, -1.8558], [-0.1793, 0.3356, -2.6778], [-0.4465, -1.0004, -2.4379], [-1.2085, -1.3693, -1.3014], [-2.0571, -0.3610, -0.7168], [-1.7824, 0.9886, -0.9554], [0.8992, -1.7944, 0.3062], [-0.1152, 4.6929, -1.1805], [0.7874, 2.7506, -2.5355], [-2.4983, 5.3121, -0.0075], [-2.2958, 3.1591, -3.7842], [-4.8656, 5.8118, -0.5424], [-4.6645, 3.8066, -4.1388], [0.4288, 0.6566, -3.5165], [-2.4529, 1.7552, -0.5570], [-0.0336, -1.7623, -3.1213], [-2.9004, -0.6614, -0.0692], [-1.4254, -3.1240, -0.8322], [2.9965, 2.3523, 0.0436], [4.4508, 2.6766, -0.2312], [2.7050, 2.8310, 1.0072], [2.4312, 2.7870, -0.8182], [4.5861, 3.7555, -0.1323], [5.0954, 2.1824, 0.4841], [4.7468, 2.3981, -1.2443], [3.1452, -0.2252, -1.4166], [4.3695, -1.1469, -1.5056], [3.3506, 0.6721, -2.0175], [2.2730, -0.6964, -1.8900], [4.4192, -1.5487, -2.5284], [5.2817, -0.5662, -1.3491], [4.3551, -2.0016, -0.8210], [3.5612, -0.3193, 1.5326], [5.0764, -0.2418, 1.6701], [3.2670, -1.3764, 1.4232], [3.0835, 0.0089, 2.4651], [5.3933, -0.9358, 2.4683], [5.5902, -0.5525, 0.7604], [5.4247, 0.7527, 1.9753], [-1.4660, -3.3136, 0.9979], [-1.1223, -4.6833, 1.5831], [-2.4114, -2.8917, 1.3745], [-0.6705, -2.6386, 1.4214], [-1.9950, -5.3505, 1.5368], [-0.2587, -5.1490, 1.0781], [-0.8455, -4.5396, 2.6445], [-0.0043, -3.9936, -1.5471], [-0.2259, -4.5756, -2.9374], [0.2836, -4.7770, -0.8371], [0.8361, -3.2733, -1.5616], [-0.8931, -5.4468, -2.8910], [-0.6746, -3.8641, -3.6433], [0.7303, -4.9057, -3.3652], [-2.9846, -3.8337, -1.4266], [-4.2267, -3.4984, -0.6104], [-2.8190, -4.9208, -1.4555], [-3.0886, -3.4777, -2.4625], [-4.6588, -2.5361, -0.8815], [-4.9898, -4.2549, -0.7957], [-4.0578, -3.5154, 0.4679], [-2.6412, 0.1409, 3.3394], [-1.2436, 0.4601, 3.5475], [-0.3670, -0.3597, 4.2504], [0.8090, 0.3195, 4.3533], [0.6471, 1.5268, 3.6881], [1.6317, 2.6015, 3.6907], [-0.6396, 1.6469, 3.2040], [-1.3906, 3.1628, 2.3804], [-3.1314, 0.9859, 2.8518], [-3.1383, -0.0301, 4.3009], [-2.7333, -0.7501, 2.7055], [-0.6689, -1.3250, 4.6187], [1.7387, 0.0617, 4.8267], [1.8666, 2.9298, 4.7118], [2.5614, 2.2568, 3.2199], [1.2255, 3.4784, 3.1616]], "e_above_lowest_kcal_mol": 7.4, "total_charge": 2, "gap_ev": 5.2, "homo_ev": -12.37, "total_energy_ev": -208749.4076}



{"formula": "C27H53Cl4Cu2N2O5", "method": "wB97M-V/def2-TZVPD", "species": ["Cu", "Cu", "C", "C", "C", "C", "C", "C", "N", "O", "C", "C", "C", "H", "H", "H", "H", "H", "H", "H", "H", "H", "H", "H", "H", "H", "H", "H", "H", "H", "H", "C", "C", "C", "C", "C", "C", "N", "O", "C", "C", "C", "H", "H", "H", "H", "H", "H", "H", "H", "H", "H", "H", "H", "H", "H", "H", "H", "H", "H", "C", "O", "H", "H", "H", "O", "C", "O", "C", "C", "C", "H", "H", "H", "H", "H", "H", "Cl", "C", "C", "Cl", "H", "H", "H", "H", "Cl", "C", "C", "Cl", "H", "H", "H", "H"], "xyz": [[-1.6655, 1.3573, 0.2485], [-1.1355, -1.1891, 2.0460], [-0.8838, -6.2410, 2.0549], [-0.6749, -4.8442, 1.3750], [-0.6958, -5.0799, -0.1791], [-2.0829, -5.0599, -0.8130], [-2.8947, -3.8611, -0.2649], [-2.9706, -3.7266, 1.2718], [-1.6044, -3.8107, 1.7962], [-1.3761, -3.3285, 3.1160], [-3.8740, -4.8992, 1.7452], [-3.5748, -2.3517, 1.5125], [0.7823, -4.3991, 1.6665], [0.0993, -6.7093, 1.9578], [-1.6216, -6.9225, 1.6314], [-1.0809, -6.0923, 3.1174], [-0.1481, -6.0133, -0.3063], [-0.2491, -4.1958, -0.6463], [-2.5341, -6.0098, -0.5102], [-2.0655, -5.0018, -1.9011], [-3.8532, -4.0336, -0.7645], [-2.5119, -2.9272, -0.6871], [-3.6833, -5.8393, 1.2331], [-4.9012, -4.5349, 1.7516], [-3.5537, -5.1223, 2.7673], [-3.6270, -2.1167, 2.5779], [-4.5966, -2.3211, 1.1295], [-3.0230, -1.5495, 1.0074], [1.4900, -5.0847, 1.1930], [0.9580, -4.4360, 2.7406], [0.8858, -3.4163, 1.2053], [-3.8255, 4.7599, -1.1883], [-2.3456, 5.2692, -1.2827], [-2.3251, 6.4859, -0.3608], [-0.8935, 6.8030, -0.0287], [-0.1041, 5.6580, 0.4860], [-0.1118, 4.3916, -0.4297], [-1.4879, 4.1730, -0.8735], [-1.6463, 2.9771, -1.6111], [0.2588, 3.2065, 0.4361], [0.9926, 4.6433, -1.4914], [-1.9968, 5.7504, -2.7069], [-4.5225, 5.5515, -1.4705], [-4.0382, 4.4156, -0.1737], [-4.0340, 3.8773, -1.7940], [-2.8672, 6.2810, 0.5650], [-2.7445, 7.3709, -0.8408], [-0.8200, 7.5554, 0.7692], [-0.4337, 7.3743, -0.8406], [-0.0896, 5.4250, 1.5580], [0.9527, 5.9565, 0.5721], [-0.4872, 2.8268, 1.1482], [1.0345, 3.5763, 1.1193], [0.6937, 2.3119, -0.0144], [1.8068, 3.9472, -1.2878], [1.3075, 5.6834, -1.4826], [0.6513, 4.3282, -2.4793], [-2.5787, 6.6138, -3.0369], [-1.8253, 4.9861, -3.4628], [-0.9890, 6.1727, -2.6133], [1.2017, -0.6735, -0.3421], [0.0359, -0.3057, 0.3281], [1.7366, 0.2481, -0.5981], [1.8667, -1.2193, 0.3420], [1.0170, -1.3353, -1.1947], [5.9676, 4.3823, 1.1257], [5.3462, 3.3598, 0.9955], [5.9482, 2.1648, 1.2199], [5.0533, 1.1041, 1.0085], [3.7659, 1.7017, 0.5176], [3.8827, 3.1878, 0.7103], [4.8576, 0.5661, 1.9427], [5.4456, 0.3739, 0.3009], [2.7711, 1.3208, 0.7557], [3.7373, 1.3838, -0.5325], [3.4060, 3.5619, 1.6170], [3.6068, 3.7048, -0.2039], [5.1563, -3.3428, -0.0012], [3.8489, -4.2677, 0.7470], [4.0243, -4.4598, 2.2710], [4.3770, -2.8856, 3.1281], [3.8056, -5.2662, 0.3193], [2.9039, -3.7304, 0.6823], [4.9637, -4.9833, 2.4434], [3.2199, -4.9091, 2.8441], [-1.5781, 0.3797, -4.8569], [-0.6148, -0.3642, -3.5517], [-0.1335, -1.7671, -3.8978], [0.8259, -1.7826, -5.3814], [-1.0095, -0.4563, -2.5381], [0.2742, 0.2368, -3.3529], [-1.0617, -2.3348, -3.9839], [0.4872, -2.2035, -3.1201]], "e_above_lowest_kcal_mol": 0.0, "total_charge": -1, "gap_ev": 5.1, "homo_ev": -3.77, "total_energy_ev": -181439.6359}